Here is C4H6HgLiO2 as an isolated structure from the OMol25 dataset. Energies are from wB97M-V/def2-TZVPD.

Last column: Löwdin spin population.
Element x y z (Å)
O (-1.990, -0.742, 1.210)  0.186
C (-2.030, 0.399, 0.517)  0.453
C (-1.113, 1.399, 0.916)  -0.082
Hg (-1.626, -1.681, -1.152)  0.038
Li (0.442, -1.583, 1.510)  0.047
H (-0.676, 1.289, 1.929)  0.008
H (-1.145, 2.379, 0.430)  -0.003
C (1.235, -0.830, -0.553)  0.486
C (0.952, 0.470, -0.104)  -0.296
O (0.455, -1.404, -1.578)  0.073
H (2.284, -1.111, -0.687)  0.010
H (0.983, 1.251, 0.652)  0.016
H (1.645, 1.112, -0.672)  0.044
H (0.585, -0.945, -2.419)  0.019

Energy above the lowest of the compared OMol25 structures with the same formula, charge and spin   718.99 kJ/mol
Spin multiplicity   2
LUMO (spin up / spin down)   -0.03826 / -0.05539 Ha
Max |F|   5.857 eV/A

Here is C4H6HgO2 as an isolated structure from the OMol25 dataset. Energies are from wB97M-V/def2-TZVPD.

Last column: Löwdin spin population.
Element x y z (Å)
O (1.357, -1.797, -2.013)  0.001
C (0.229, -1.575, -1.178)  0.016
H (1.047, -1.724, -2.922)  0.000
H (0.047, -2.485, -0.585)  0.005
C (0.264, -0.310, -0.424)  0.163
C (0.984, -0.241, 0.731)  0.011
C (1.686, 1.012, 1.227)  0.011
O (1.022, 2.194, 0.926)  0.129
Hg (-0.585, 1.708, -0.029)  0.646
H (1.140, -1.141, 1.357)  0.006
H (-0.670, -1.117, -1.798)  0.005
H (2.719, 1.015, 0.804)  0.005
H (1.841, 0.901, 2.326)  0.002

Energy above the lowest of the compared OMol25 structures with the same formula, charge and spin   21.22 kJ/mol
Spin multiplicity   2
LUMO (spin up / spin down)   0.14064 / 0.13470 Ha
Net charge   -1
Max |F|   5.681 eV/A

Here is C4H6HgO7 as an isolated structure from the OMol25 dataset. Energies are from wB97M-V/def2-TZVPD.

Last column: Löwdin spin population.
Element x y z (Å)
O (0.515, -3.407, 1.151)  0.000
C (0.297, -2.279, 1.657)  0.000
O (0.052, -2.108, 2.876)  0.000
O (0.286, -1.237, 0.809)  0.000
O (-0.688, 0.990, -0.755)  -0.001
C (-0.463, 1.738, -1.864)  0.001
O (0.156, 2.798, -1.801)  -0.002
O (-1.622, 1.677, -2.571)  0.005
C (0.274, 1.092, 0.286)  0.001
C (-0.011, 0.052, 1.336)  0.000
Hg (0.333, -4.751, 3.436)  0.000
H (-1.577, 2.337, -3.273)  0.000
H (0.207, 2.092, 0.739)  0.000
H (1.290, 0.959, -0.115)  0.002
H (-1.064, 0.093, 1.651)  0.000
H (0.622, 0.254, 2.210)  0.000
O (0.952, 0.200, -3.092)  0.971
H (0.439, -0.501, -2.681)  0.023

Energy above the lowest of the compared OMol25 structures with the same formula, charge and spin   95.89 kJ/mol
Spin multiplicity   2
LUMO (spin up / spin down)   0.09364 / -0.01198 Ha
Net charge   -1
Max |F|   6.502 eV/A